{"formula": "C21H16BrN3O6S3", "method": "the ωB97M-V functional and the def2-TZVPD basis", "multiplicity": 1, "total_charge": 0, "e_tot_ev": -141337.2265, "fmax_ev_per_a": 6.40, "smiles": "O=C(CN1C(=O)/C(=C2/SC(=S)N(CCS(=O)(=O)O)C2=O)c2ccccc21)Nc1cccc(Br)c1", "orbital_gap_ev": 6.8, "species": ["O", "O", "O", "O", "O", "S", "Br", "O", "S", "C", "C", "C", "C", "C", "C", "C", "C", "C", "C", "C", "C", "C", "C", "C", "C", "C", "C", "N", "N", "N", "C", "C", "C", "S", "H", "H", "H", "H", "H", "H", "H", "H", "H", "H", "H", "H", "H", "H", "H", "H"], "coordinates": [[-0.00832, 1.43545, 0.77571], [0.13374, 2.44203, -2.14388], [-2.10336, -0.72917, 4.13224], [3.83319, 4.21296, -5.81480], [1.93861, 5.66918, -6.01979], [1.11758, -0.32599, -5.87313], [0.75643, -3.29980, 7.66125], [2.90349, 5.19983, -3.74391], [-0.47353, -1.01543, -3.44584], [-0.98886, 0.85605, 0.31690], [0.36896, 1.22751, -2.40251], [-1.38475, 0.00820, 3.43505], [0.66612, -0.05368, -4.29495], [-0.43000, 0.08747, -2.05366], [-1.02075, -0.05516, -0.78743], [-3.13730, -3.25583, -0.48982], [2.08164, -2.92250, 3.58992], [-3.83797, -2.79321, 0.62719], [1.82799, -3.51479, 4.91242], [-2.18599, -2.44834, -1.00474], [1.54600, -1.65787, 3.27788], [0.54224, -1.45228, 5.46695], [-3.52152, -1.60602, 1.28904], [1.17317, -2.64157, 5.84472], [-1.86404, -1.17604, -0.38918], [0.80418, -1.01050, 4.17550], [-2.55188, -0.76204, 0.69741], [0.01945, 0.02776, 3.59060], [-2.02264, 0.51178, 1.20406], [1.10264, 1.02578, -3.54137], [-2.04718, 0.96829, 2.55119], [2.10497, 1.92431, -4.08499], [1.58003, 3.07192, -5.02461], [2.59716, 4.62300, -5.20821], [3.59054, 5.88723, -3.80809], [-3.47012, -4.21249, -0.95866], [2.70647, -3.20368, 2.73617], [-4.68493, -3.51003, 0.83480], [2.31662, -4.43648, 5.23248], [-1.64098, -2.81815, -1.80204], [1.90542, -1.23983, 2.29807], [-0.07781, -0.92839, 6.10618], [-3.92615, -1.27817, 2.20541], [0.50996, 0.45157, 2.91813], [-3.05331, 1.21512, 3.00158], [-1.45935, 1.90222, 2.58577], [2.69926, 2.40670, -3.25026], [2.82681, 1.24207, -4.56067], [0.53238, 3.26520, -4.76096], [1.70574, 2.68582, -6.00310]], "forces_ev_per_angstrom": [[-0.57, 0.57, -1.31], [0.87, -3.17, 1.01], [1.36, 0.80, -1.09], [0.17, -0.71, 0.80], [0.05, -2.17, 2.24], [-0.42, -0.11, 1.14], [0.49, 0.38, -1.23], [-0.63, -0.71, -0.04], [-0.34, -0.06, 1.06], [1.83, 0.33, 4.36], [-1.63, 6.09, -1.12], [0.47, -2.49, 3.74], [1.26, 0.83, -1.44], [-1.05, -1.17, 3.26], [0.79, -1.74, -5.20], [-1.18, -0.18, 0.20], [-0.47, 0.74, 1.57], [-1.24, -1.06, 0.31], [0.75, 2.55, -1.21], [0.91, 2.12, 1.01], [3.25, -2.60, -1.49], [2.15, -1.63, -1.37], [0.64, 0.20, -1.23], [-0.58, -1.61, -0.40], [-0.27, -1.22, -2.22], [-3.45, 1.26, 0.82], [-0.74, 0.12, 2.90], [-3.35, -0.84, 2.60], [-1.53, -1.51, -2.85], [0.54, -1.76, -1.26], [-0.09, 2.10, 0.21], [1.79, 1.37, 1.16], [0.08, -0.14, 1.62], [-0.08, 1.88, -2.78], [-0.14, -0.18, -0.20], [0.67, 0.96, 0.38], [-0.04, -1.30, 0.94], [0.89, 1.35, 0.84], [-0.43, 0.25, -0.15], [1.14, -0.31, -1.65], [-1.05, -0.18, 1.02], [-1.11, 0.93, 1.12], [-0.85, 0.00, 0.85], [1.84, 2.46, -3.31], [0.89, -0.60, -0.93], [-0.30, -0.21, -0.26], [-1.04, -0.67, -0.53], [-0.34, 0.63, -0.32], [0.40, 0.39, -0.27], [-0.31, 0.03, -1.26]], "nbo_charge": [-0.57, -0.53, -0.60, -0.95, -0.91, -0.06, 0.03, -0.88, 0.46, 0.66, 0.62, 0.65, -0.12, -0.22, -0.05, -0.23, -0.18, -0.16, -0.25, -0.16, -0.25, -0.24, -0.26, -0.02, -0.15, 0.15, 0.28, -0.60, -0.43, -0.45, -0.32, -0.23, -0.63, 2.29, 0.52, 0.23, 0.23, 0.23, 0.24, 0.21, 0.22, 0.25, 0.24, 0.40, 0.25, 0.26, 0.25, 0.25, 0.27, 0.27]}

***

{"formula": "C45H44N8O7Zr", "method": "the ωB97M-V functional and the def2-TZVPD basis", "multiplicity": 1, "total_charge": 0, "e_tot_ev": -74902.6555, "fmax_ev_per_a": 13.05, "de_lowest_kj_mol": 1400.6, "orbital_gap_ev": 4.5, "species": ["Zr", "C", "N", "C", "C", "O", "C", "O", "C", "C", "O", "N", "C", "C", "H", "H", "H", "H", "H", "H", "H", "H", "H", "H", "H", "H", "H", "H", "H", "H", "O", "C", "C", "C", "C", "C", "C", "N", "H", "H", "H", "H", "H", "H", "H", "N", "C", "C", "C", "C", "C", "C", "C", "C", "C", "C", "C", "C", "N", "C", "C", "C", "C", "N", "H", "H", "H", "H", "H", "H", "H", "H", "H", "H", "O", "C", "N", "C", "C", "O", "N", "C", "C", "C", "C", "C", "C", "C", "C", "C", "C", "C", "C", "H", "H", "H", "H", "H", "H", "H", "H", "H", "H", "H", "O"], "coordinates": [[0.70923, 0.06395, -0.71050], [0.45610, 3.92272, 2.24272], [1.36482, 3.73192, 1.12985], [2.33278, 4.77986, 0.90403], [1.32758, 2.54006, 0.43607], [0.45822, 1.69423, 0.65292], [2.45018, 2.30048, -0.61308], [2.65279, 0.88786, -0.96336], [3.47228, 0.15014, 0.01902], [2.92214, -1.23537, 0.43108], [1.75649, -1.59031, 0.21980], [3.86942, -1.98930, 1.06949], [3.58855, -3.36484, 1.36467], [5.27024, -1.61998, 1.14316], [1.03377, 4.04589, 3.16472], [-0.21139, 3.07456, 2.36100], [-0.14143, 4.82338, 2.07305], [1.85736, 5.74768, 1.06578], [2.71516, 4.75725, -0.11514], [3.17142, 4.67258, 1.60532], [3.40046, 2.72633, -0.27671], [2.15266, 2.81527, -1.50848], [3.60653, 0.73459, 0.93279], [4.44194, -0.00643, -0.44923], [2.53433, -3.51873, 1.42979], [4.04787, -3.63918, 2.31530], [3.99340, -4.00523, 0.56847], [5.39747, -0.54608, 1.24405], [5.78997, -1.95827, 0.23659], [5.72109, -2.09436, 2.01293], [-0.36825, -0.85822, -2.34703], [0.26506, -1.39582, -3.50180], [1.72418, -0.92191, -3.52744], [2.57183, -1.12925, -4.63698], [3.90093, -0.69702, -4.59715], [4.40053, -0.05188, -3.44487], [3.51870, 0.11081, -2.41111], [2.16641, -0.33196, -2.43613], [-0.80863, -1.70194, -1.82690], [-0.27047, -1.03353, -4.38272], [0.23290, -2.48853, -3.46333], [2.19330, -1.62383, -5.52170], [4.54399, -0.85861, -5.45496], [5.41902, 0.30214, -3.37687], [3.89646, 0.63730, -1.39556], [-6.33635, 7.33731, -3.78460], [-5.56215, 6.55610, -3.45428], [-4.59283, 5.57786, -3.04049], [-3.45420, 5.97514, -2.34613], [-2.52680, 5.03104, -1.94270], [-2.72056, 3.68530, -2.23476], [-3.85873, 3.29200, -2.93023], [-4.79283, 4.23128, -3.33054], [-1.73667, 2.67037, -1.78643], [-0.53768, 2.56530, -2.52930], [-0.17808, 3.29696, -3.69217], [1.08217, 2.90556, -4.11933], [1.45471, 1.92819, -3.16614], [0.51848, 1.71329, -2.22577], [-2.06899, 1.86912, -0.68599], [-3.25024, 2.02502, 0.09996], [-3.20806, 1.05077, 1.07368], [-2.01072, 0.31246, 0.86229], [-1.33615, 0.80799, -0.19852], [-3.29044, 7.01938, -2.11591], [-1.64675, 5.34501, -1.39598], [-4.01978, 2.24626, -3.15730], [-5.67664, 3.91242, -3.86642], [-0.80438, 4.03425, -4.17533], [1.66119, 3.23654, -4.96379], [2.38642, 1.44267, -3.23636], [-4.02293, 2.76661, -0.03347], [-3.93759, 0.87719, 1.84903], [-1.67270, -0.50109, 1.43187], [-1.81198, -2.49285, -1.28959], [-1.44871, -2.44523, -0.09108], [-1.99477, -3.27542, 0.83019], [-1.41645, -3.15120, 2.14535], [-0.37044, -1.97161, 1.79704], [0.36205, -1.56143, 2.64418], [-0.51580, -1.61274, 0.41829], [-2.39906, -2.63225, 3.18055], [-3.69740, -2.26753, 2.85017], [-4.57336, -1.79598, 3.82018], [-4.15571, -1.67903, 5.13546], [-2.85441, -2.02545, 5.47474], [-1.98586, -2.49202, 4.50288], [-0.83718, -4.50149, 2.52643], [0.48353, -4.81862, 2.33399], [0.98853, -6.07341, 2.65216], [0.14838, -7.04170, 3.17120], [-1.19823, -6.74566, 3.35904], [-1.68310, -5.49135, 3.03096], [-2.62670, -4.00607, 0.55172], [-4.03244, -2.32384, 1.82205], [-5.57764, -1.50558, 3.53830], [-4.83389, -1.30191, 5.89066], [-2.50871, -1.91814, 6.49490], [-0.96426, -2.73459, 4.76906], [1.13100, -4.07843, 1.92145], [2.03755, -6.28687, 2.48555], [0.53422, -8.02181, 3.42132], [-1.87032, -7.49461, 3.75777], [-2.73698, -5.27914, 3.17398], [1.02006, -0.04274, 1.11469]], "forces_ev_per_angstrom": [[-3.60, -1.51, 3.16], [0.11, 0.23, -0.01], [-0.03, -0.25, -0.05], [0.11, -0.48, 0.26], [0.49, 0.64, 0.12], [0.93, 5.62, -1.25], [0.23, 1.13, 1.87], [-3.49, 6.64, 10.68], [-0.97, -0.39, 3.03], [0.76, -0.35, -1.06], [4.95, -3.07, -1.88], [-0.38, 0.59, 0.45], [0.53, -0.31, -0.20], [-0.24, 0.00, -0.25], [-0.11, 0.03, 0.05], [0.09, -0.07, -0.14], [-0.02, 0.00, 0.11], [0.02, 0.01, 0.00], [-0.03, 0.06, 0.00], [0.10, 0.27, -0.08], [0.04, -0.26, 0.13], [0.40, 0.04, -0.15], [-0.35, 0.13, -0.12], [0.25, -0.06, 0.61], [-0.24, 0.10, -0.08], [-0.03, -0.02, -0.01], [-0.04, -0.11, 0.11], [0.09, -0.05, 0.14], [0.19, 0.03, 0.11], [0.00, -0.02, -0.02], [0.07, -2.09, -0.90], [0.48, 0.87, 0.46], [0.37, -0.80, -0.47], [0.70, 0.37, 0.05], [-0.68, -0.09, -0.06], [-1.42, -0.84, -1.10], [3.03, -2.12, -2.24], [2.75, -3.27, -2.70], [-1.18, 0.82, -0.88], [0.16, -0.12, -0.13], [0.02, 0.00, -0.18], [-0.05, 0.04, -0.01], [-0.08, -0.04, -0.04], [-0.01, -0.03, 0.04], [2.00, -1.90, -7.18], [-0.06, 0.06, -0.03], [0.05, -0.05, 0.02], [0.01, -0.03, 0.00], [0.09, 0.08, 0.09], [0.01, 0.05, -0.11], [-0.06, 0.05, 0.13], [-0.05, 0.05, -0.01], [-0.04, -0.09, -0.06], [0.20, -1.10, 0.84], [0.95, 0.16, -0.62], [-0.74, 0.59, -0.25], [-0.56, -0.63, 1.36], [-1.25, 1.66, -1.82], [-0.28, 0.86, -1.34], [-0.18, 0.80, -1.01], [-0.42, -0.36, 0.77], [-0.11, 0.67, -0.44], [-0.61, 2.51, -1.63], [-2.50, -1.58, 0.59], [-0.08, 0.01, -0.03], [0.02, -0.07, -0.01], [0.06, -0.02, 0.05], [-0.02, 0.08, -0.01], [-0.07, -0.03, 0.06], [-0.04, 0.05, -0.03], [0.22, 0.34, -0.02], [0.06, 0.03, -0.07], [0.04, -0.04, 0.03], [-0.09, 0.24, 0.47], [0.55, -0.10, -0.17], [0.14, -0.38, 0.85], [-0.71, -0.17, -0.03], [-0.15, 0.59, -1.06], [0.07, -1.30, -0.80], [-0.43, -0.83, 0.91], [-1.06, -2.95, 0.51], [-0.04, 0.06, 0.11], [-0.08, 0.06, -0.16], [0.06, 0.04, 0.05], [-0.07, 0.06, 0.05], [0.02, 0.04, -0.08], [0.19, -0.06, 0.10], [-0.34, 0.06, 0.43], [0.36, -0.23, -0.02], [-0.05, 0.03, -0.06], [-0.03, -0.06, 0.04], [0.10, -0.01, -0.11], [-0.16, 0.07, 0.08], [0.05, -0.03, -0.02], [0.04, -0.06, 0.00], [-0.01, -0.03, 0.01], [0.00, -0.03, 0.00], [-0.01, -0.01, 0.00], [-0.01, -0.05, -0.04], [0.03, 0.27, -0.01], [-0.01, -0.01, 0.02], [-0.02, 0.01, 0.02], [0.00, 0.00, -0.01], [0.03, 0.07, 0.07], [1.07, 1.36, 2.17]], "lowdin_charge": [1.75, -0.03, -0.16, -0.06, -0.35, -0.13, -0.04, -0.44, -0.08, -0.35, -0.09, -0.13, -0.03, -0.04, 0.09, 0.09, 0.09, 0.09, 0.08, 0.09, 0.14, 0.11, 0.16, 0.11, 0.04, 0.10, 0.11, 0.08, 0.10, 0.09, -0.24, -0.12, -0.22, 0.00, -0.04, -0.03, -0.15, -0.01, 0.04, 0.14, 0.14, 0.11, 0.11, 0.11, 0.10, 0.15, -0.18, -0.23, -0.02, -0.01, -0.20, 0.00, -0.01, -0.03, -0.21, -0.03, -0.03, -0.19, -0.04, -0.23, -0.01, -0.03, -0.06, -0.02, 0.12, 0.13, 0.13, 0.12, 0.11, 0.09, 0.08, 0.11, 0.09, 0.08, 0.04, -0.52, 0.15, -0.25, -0.37, 0.12, -0.01, -0.16, -0.04, -0.09, -0.10, -0.07, -0.02, -0.14, -0.02, -0.07, -0.09, -0.08, -0.02, 0.16, 0.11, 0.10, 0.10, 0.10, 0.12, 0.07, 0.10, 0.10, 0.10, 0.12, -0.49]}

***

Number 1: HOMO level -0.330 Eh. Number 2: HOMO level -0.180 Eh.